84
Properties=species:S:1:pos:R:3:forces:R:3 method="wB97M-V/def2-TZVPD" fmax_ev_per_a=2.22 orbital_gap_ev=2.95 homo_energy_ev=-14.83 total_charge=+3 e_lumo_ha=-0.437
Tl -0.069047 -0.321072 0.024421 0.1 -0.6 1.9
P 1.519918 -1.894061 1.879220 0.7 -0.5 0.3
P 0.964646 1.868222 1.394551 -0.4 1.9 -0.1
P -0.467960 -2.357916 -1.628865 0.5 -0.3 -2.1
H 2.333953 2.988822 -2.999376 -0.4 -0.1 -0.7
C 1.629733 2.530916 -3.717463 -0.6 0.2 0.2
C 0.334095 2.898430 -3.783490 0.5 -0.4 0.6
H -0.066998 3.709757 -3.152368 0.2 -0.5 -0.4
C 3.279395 -1.797366 1.362870 -0.2 0.1 -0.2
C 1.650760 -1.428217 3.649340 -0.5 0.3 -0.1
C 1.304678 -3.712363 2.016735 -0.4 0.0 -0.2
C 0.547358 3.348826 0.412380 -0.2 -0.3 -0.5
C 0.304355 2.276667 3.051780 -0.6 -1.0 0.1
C 2.763378 2.027329 1.620569 0.2 -1.1 -0.5
C -1.046114 -1.581466 -3.178130 -0.2 0.4 0.3
C -1.481436 -3.868066 -1.518318 -0.6 0.3 1.4
C 1.205921 -3.063607 -1.886943 0.2 0.5 0.6
H 2.042553 1.784424 -4.406367 -0.1 0.4 0.3
H -0.385665 2.366879 -4.422022 0.4 0.5 0.0
H 3.874581 -2.405536 2.059450 -0.1 0.2 -0.2
H 3.636602 -0.758683 1.385457 0.0 -0.3 0.0
H 3.393536 -2.193226 0.343951 0.1 0.1 0.3
H 2.305659 -2.156715 4.149957 -0.2 0.3 -0.2
H 0.654444 -1.454727 4.115264 0.3 0.0 0.0
H 2.067225 -0.418851 3.767146 -0.1 -0.3 0.0
H 2.031749 -4.090850 2.751100 -0.2 0.1 -0.3
H 1.473986 -4.207775 1.051586 0.0 0.1 0.3
H 0.287613 -3.958106 2.353566 0.3 0.0 0.0
H 1.193726 4.180775 0.723300 -0.1 -0.2 0.0
H -0.506550 3.626657 0.558121 0.4 -0.2 0.0
H 0.718844 3.144748 -0.655998 0.0 0.2 0.3
H 0.833245 3.151591 3.458672 0.0 -0.2 -0.4
H 0.447389 1.422339 3.729541 -0.1 0.3 -0.1
H -0.772221 2.499883 2.992248 0.4 -0.1 0.0
H 2.984817 3.031398 2.005521 -0.3 -0.2 -0.1
H 3.256692 1.889873 0.648083 0.0 0.1 0.3
H 3.132230 1.269700 2.326262 0.0 0.3 -0.2
H -0.894724 -2.290786 -4.004782 0.0 0.2 0.3
H -0.519210 -0.643353 -3.404861 -0.1 -0.4 0.1
H -2.119896 -1.357776 -3.084316 0.2 -0.1 0.1
H -1.492018 -4.334440 -2.518114 0.1 0.4 0.2
H -2.506600 -3.596514 -1.214610 0.3 -0.3 -0.2
H -1.045142 -4.565537 -0.782903 -0.3 0.3 -0.3
H 1.189571 -3.656440 -2.814868 -0.1 0.2 0.2
H 1.480555 -3.711836 -1.038325 -0.2 0.2 -0.3
H 1.962709 -2.271986 -1.994971 -0.2 -0.3 -0.1
C 2.703684 -0.956622 -6.112684 0.7 0.4 -1.3
C 3.901327 -1.617915 -6.468816 -0.3 0.5 0.5
C 4.603255 -1.224888 -7.611177 -0.2 0.0 0.0
C 4.105286 -0.211179 -8.434934 -0.5 0.0 0.2
C 2.852523 0.354836 -8.157217 0.1 -0.3 0.2
C 2.144584 -0.041113 -7.016925 0.2 0.3 0.2
S 1.883465 -1.269883 -4.584527 -0.2 -0.1 0.6
H 1.873805 -0.057429 -3.919153 0.3 -0.7 -0.8
H 4.275115 -2.407325 -5.820331 0.1 0.2 -0.1
H 5.552747 -1.697837 -7.862621 -0.3 0.1 0.1
H 4.675406 0.133100 -9.297667 -0.2 -0.2 0.2
H 2.423420 1.113668 -8.812382 0.2 -0.3 0.1
H 1.169453 0.396890 -6.787426 0.3 -0.1 -0.1
C -4.602983 2.947868 0.730688 -0.3 0.5 0.4
C -3.120045 2.694184 0.805837 0.4 0.0 -0.1
O -2.703122 1.291912 0.784882 0.8 -1.0 0.0
P -3.714849 -0.038392 0.754610 -1.1 0.5 1.3
O -4.734914 0.269782 1.971342 0.6 -0.4 0.3
C -4.558361 0.233008 3.460377 -0.7 0.0 -0.7
C -3.337053 0.931607 3.982531 0.5 0.2 0.1
O -2.670475 -1.140878 1.481661 0.7 0.7 -0.4
C -3.224058 -2.367991 2.055958 -0.2 0.2 -0.1
C -2.466522 -2.700955 3.310856 0.1 -0.3 0.3
H -5.099442 2.421629 -0.089493 0.1 0.1 0.1
H -4.709170 4.029562 0.567403 -0.1 -0.3 -0.1
H -5.104255 2.719947 1.679517 0.1 0.0 -0.4
H -2.612648 3.181890 -0.040234 -0.1 -0.3 0.2
H -2.704182 3.113085 1.734765 -0.2 -0.1 -0.2
H -5.467984 0.725798 3.837451 0.3 -0.3 -0.2
H -4.581944 -0.818455 3.764422 -0.1 0.3 -0.1
H -2.412521 0.462875 3.607836 -0.3 0.2 0.1
H -3.354752 1.995342 3.711747 0.1 -0.2 0.1
H -3.338762 0.870335 5.086286 0.0 0.0 -0.5
H -4.290754 -2.223806 2.301921 0.4 0.0 -0.3
H -3.147317 -3.163728 1.308556 0.0 0.1 0.1
H -2.624635 -1.947056 4.087880 0.0 -0.1 -0.1
H -2.823782 -3.664432 3.697312 0.1 0.2 0.0
H -1.387666 -2.794197 3.138722 -0.2 0.0 -0.1



8
Properties=species:S:1:pos:R:3:forces:R:3 method="wB97M-V/def2-TZVPD" fmax_ev_per_a=3.06 orbital_gap_ev="5.61 / 5.64" homo_energy_ev="2.19 / 2.17" total_charge=-2 e_lumo_ha="0.287 / 0.287"
C 0.432903 -0.690859 -0.033999 -1.4 -0.9 -0.5
N 1.192301 -0.468229 -1.123039 0.2 2.1 0.5
N 0.087110 -2.005021 0.035956 1.8 0.2 -2.1
N 1.385807 -1.579017 -1.744796 -0.8 -2.8 0.8
N 0.743489 -2.575849 -1.078300 -0.3 1.6 0.9
N -1.198403 1.096212 1.278182 -1.3 2.2 0.7
O -1.526042 2.320982 1.146737 0.3 -1.1 0.1
H -0.178647 0.136773 0.483913 1.5 -1.3 -0.4



49
Properties=species:S:1:pos:R:3:forces:R:3 method="wB97M-V/def2-TZVPD" fmax_ev_per_a=18.03 orbital_gap_ev=8.69 homo_energy_ev=-8.17 total_charge=0 e_lumo_ha=0.019
C -2.623522 1.117001 4.631589 3.4 5.8 2.4
C -1.530163 1.288414 3.685461 0.3 -0.1 -1.7
C -0.520980 0.458741 3.841548 8.4 -2.4 -2.5
C 0.672402 0.465356 2.868309 -2.3 2.4 -0.6
C 0.742759 1.457216 1.680919 4.1 -6.6 5.3
C -0.374207 2.050188 1.558068 -5.3 5.3 -3.9
C -1.358549 1.935137 2.486349 -7.1 5.1 -0.7
C -2.770427 3.044276 2.159375 1.6 -5.6 8.6
H -3.674800 2.423009 2.040604 0.2 -0.1 0.8
H -2.820253 3.679021 3.125520 -0.1 -0.7 -2.0
H -2.755327 3.456449 1.313335 1.1 4.1 -6.5
H -0.620942 2.762875 0.595281 0.7 -1.8 2.6
N 1.806743 1.458435 0.766412 -6.6 -0.7 1.8
C 2.880951 0.846837 1.061811 2.3 1.9 -12.0
O 3.420679 0.606736 1.979284 5.4 -3.7 13.0
C 3.793635 0.936505 -0.279076 -0.4 3.9 0.3
C 2.757908 1.159875 -1.282563 -4.3 -4.8 -2.0
C 2.389814 -0.361114 -1.777822 -4.1 8.4 14.9
O 2.618223 -0.723514 -2.747718 4.3 -6.7 -16.2
O 1.534460 -1.065037 -0.876370 1.6 5.0 0.1
C 1.314394 -2.288464 -1.184536 -0.7 -10.1 3.5
H 1.935761 -2.913111 -1.928392 -0.7 1.8 0.6
C -0.213824 -2.835249 -1.342886 0.9 -0.4 1.0
O -0.594987 -3.789431 -0.631169 0.9 3.3 -2.8
C -1.097414 -2.009071 -2.691771 10.5 -2.8 4.5
C -1.124195 -0.585781 -2.264873 4.2 0.3 -0.4
H -0.012788 0.006142 -2.550375 -3.7 -1.8 1.1
H -1.544403 -0.442576 -1.288020 0.2 0.4 0.5
H -1.791965 -0.392817 -2.987104 -2.8 2.9 -2.6
C -2.181603 -2.847933 -2.591780 -7.5 1.4 -4.0
H -2.223678 -3.892842 -2.798390 1.0 -0.7 -0.1
H -2.784720 -2.351767 -3.615669 0.2 -1.5 2.3
H -2.855019 -2.665629 -1.724871 0.6 0.1 -0.5
C 0.048407 -2.318030 -3.867967 -9.0 -2.2 -1.3
H 0.959645 -1.854037 -3.843724 2.1 0.9 0.4
H -0.082935 -3.510998 -3.935917 1.1 2.8 -0.3
H -0.697341 -1.846796 -4.762027 2.6 -1.4 1.5
H 1.689276 -3.033078 -0.011214 -1.1 1.9 -3.3
H 2.846988 1.667668 -2.227693 0.7 0.4 -0.1
C 1.383330 1.571951 -0.589336 7.4 6.6 1.0
H 1.615203 2.793283 -0.446318 -2.3 -2.2 -2.4
H 0.498744 1.149090 -0.876188 -2.2 -0.7 -0.6
H 4.346639 1.933356 -0.321761 -0.3 -0.9 1.2
H 4.566581 0.245822 -0.466323 0.4 -1.4 -0.1
H 1.456017 -0.258867 2.864320 0.3 -0.3 0.8
H -0.331566 -0.171721 4.693326 -0.4 -0.4 0.1
H -2.340520 0.477122 5.416587 -0.1 -0.7 0.9
H -3.447056 0.975416 4.175751 -6.0 -2.3 -3.2
H -2.905375 2.191941 4.968004 0.7 -1.5 0.5



21
Properties=species:S:1:pos:R:3:forces:R:3 method="wB97M-V/def2-TZVPD" fmax_ev_per_a=4.51 orbital_gap_ev=9.58 homo_energy_ev=-12.95 total_charge=+1 e_lumo_ha=-0.124
C 0.411190 1.574975 0.934587 1.7 1.8 -3.0
C 0.805934 0.151068 0.708694 -0.5 -0.6 -1.9
C 1.188248 0.043530 -0.773074 1.3 0.9 -1.3
C 1.195219 -1.437428 -1.272914 4.5 -0.2 -0.6
O 0.557368 -2.136855 -0.305329 -1.9 -3.0 1.4
N -0.959175 1.999161 0.371709 -0.1 1.4 -0.2
H 1.149066 2.296851 0.334241 -1.4 -1.4 2.0
H 0.297891 1.739593 1.914401 0.4 1.3 3.7
H 1.531818 -0.312098 1.348463 0.9 0.8 0.6
H 0.004513 -0.564154 0.879377 -0.5 0.5 -0.1
H 2.027242 0.772257 -1.136625 -0.1 -2.1 1.3
H 0.527153 0.710564 -1.314341 -1.6 -0.7 -0.5
H 0.860752 -1.622062 -2.244525 -1.6 0.4 -1.6
H 2.271212 -1.961981 -1.488767 -1.5 1.8 1.1
H 0.395863 -3.102837 -0.487395 0.5 1.7 -0.1
H -1.796837 2.074754 1.005132 1.4 -0.4 -0.4
H -1.131285 1.215389 -0.224189 -1.0 -0.4 -1.0
H -0.903639 2.924930 -0.145529 0.0 -1.6 0.6
H -2.840373 -0.501332 -0.418808 -0.6 -0.5 0.3
H -2.850600 -0.536258 1.243548 1.0 0.5 -3.0
O -2.361380 -0.253221 0.373990 -0.8 -0.3 2.6